[1]
Here is a structure of composition C39H27IN3O2PPd from OMol25. Energies are from ωB97M-V/def2-TZVPD.

```
! wB97M-V def2-TZVPD RIJCOSX def2/J DEFGRID3
* xyz -2 1
Pd -0.6446 -0.0207 -1.1677
C -3.8374 1.9634 -0.0640
C -3.5227 0.6686 0.2671
C -2.2050 0.3015 0.5947
C -1.1735 1.2729 0.5438
C -1.5255 2.6101 0.2043
C -2.8228 2.9419 -0.0828
P 0.5232 0.7616 0.9222
C 0.7124 1.4227 2.6908
C 1.8081 1.0109 3.4523
C 1.9426 1.3466 4.7906
C 0.9536 2.0956 5.4196
C -0.1559 2.4964 4.6895
C -0.2726 2.1649 3.3432
C 1.6491 1.9196 0.0362
C 2.3803 2.8774 0.6975
C 3.3630 3.6398 0.0270
C 3.6027 3.4327 -1.2986
C 2.8542 2.4717 -2.0281
C 3.0757 2.2880 -3.4134
C 2.3019 1.3979 -4.1061
C 1.2892 0.6616 -3.4565
C 1.0162 0.7753 -2.1018
C 1.8459 1.7053 -1.3754
H -4.8524 2.2274 -0.3363
H -4.2823 -0.1037 0.2562
H -2.0110 -0.6969 0.9701
H -0.7407 3.3573 0.1511
H -3.0651 3.9641 -0.3547
H 2.5733 0.4062 2.9789
H 2.8123 1.0161 5.3484
H 1.0444 2.3533 6.4686
H -0.9392 3.0739 5.1691
H -1.1483 2.4834 2.7898
H 2.2182 3.0599 1.7520
H 3.9214 4.3898 0.5775
H 4.3542 4.0144 -1.8253
H 3.8478 2.8717 -3.9061
H 2.4611 1.2589 -5.1725
H 0.6915 -0.0158 -4.0581
N 7.4058 -1.3314 3.7360
C 6.4744 -1.6814 3.1581
C 5.3145 -2.1477 2.4464
C 4.5143 -1.2655 1.7224
C 3.4064 -1.7205 1.0337
C 3.0836 -3.0781 1.0594
C 3.8798 -3.9608 1.7921
C 4.9854 -3.5003 2.4781
N 1.9827 -3.5515 0.3386
C 1.7180 -4.8680 -0.0218
C 0.5859 -4.8146 -0.7694
N 0.1252 -3.5230 -0.8798
C 0.9593 -2.7917 -0.1962
H 4.7658 -0.2134 1.6901
H 2.7977 -1.0175 0.4765
H 3.6259 -5.0094 1.8402
H 5.5968 -4.1891 3.0460
H 2.3689 -5.6837 0.2326
H 0.0716 -5.6319 -1.2494
H 0.8872 -1.7191 -0.0520
I -9.8826 -1.0410 -3.8191
C -7.8356 -1.0275 -3.3560
C -7.3091 -2.0449 -2.5758
C -5.9523 -2.0238 -2.2756
C -5.1267 -1.0114 -2.7485
C -5.6839 -0.0036 -3.5273
C -7.0378 0.0003 -3.8362
C -3.6196 -0.9931 -2.4012
O -2.9725 -0.0636 -2.9220
O -3.2409 -1.8935 -1.6281
H -7.9458 -2.8385 -2.2056
H -5.5001 -2.7928 -1.6615
H -5.0191 0.7762 -3.8782
H -7.4668 0.7899 -4.4399
*
```

Results
LUMO level   3.341 eV
Max |F|   0.579 eV/Å
Kohn-Sham gap   0.13789 Eh

***

[2]
Here is a cluster of 2 separate species, C2H6OS2 in total at a distorted geometry from OMol25. Energies are from ωB97M-V/def2-TZVPD.

```
! wB97M-V def2-TZVPD RIJCOSX def2/J DEFGRID3
* xyz 1 2
S -2.1959 1.6780 -1.0636
S -3.0656 -0.1053 -0.5788
H -1.7788 1.2791 -2.2918
H -4.3549 0.2823 -0.6426
C 2.5751 -0.7483 0.8929
C 1.2806 -0.5066 0.7802
O 0.8351 0.6504 0.1673
H 2.8794 -1.6608 1.3920
H 3.3569 -0.1361 0.4702
H 0.5266 -1.2494 1.0207
H -0.0585 0.5166 -0.1466
*
```

Results
Expectation value of S²   0.7547
LUMO level (alpha / beta)   -6.033 / -10.133 eV
Max |F|   1.215 eV/Å
Kohn-Sham gap (alpha / beta)   0.22122 / 0.07047 Eh

***

[3]
Here is a cluster of 12 separate species, C20H64O22 in total at a distorted geometry from OMol25. Energies are from ωB97M-V/def2-TZVPD.

```
! wB97M-V def2-TZVPD RIJCOSX def2/J DEFGRID3
* xyz 0 1
O -1.7139 -2.0028 0.3926
H -2.6479 -1.8568 0.5566
H -1.7699 -2.1308 -0.5904
O 0.0861 0.0252 0.1196
H -0.6219 -0.5858 0.3286
H -0.3379 0.8902 0.3136
C 0.4741 -1.8678 3.0096
C 0.0631 -1.8208 4.4676
O 0.1681 -0.4868 5.0376
O -0.0719 -2.9358 2.2446
H 1.5691 -1.8518 2.9826
H 0.0841 -0.9328 2.5076
H 0.6881 -2.4718 5.0166
H -0.9709 -2.1838 4.5826
H 0.9981 -0.3188 5.4816
H -0.8049 -2.5138 1.8176
C 3.0951 1.0672 3.3186
C 1.8251 1.2952 2.5506
O 1.7671 2.5972 2.0716
O 2.9531 0.0122 4.1816
H 3.3181 1.8582 4.0256
H 3.9401 1.0152 2.6306
H 0.9041 1.1902 3.1146
H 1.7291 0.5972 1.6606
H 2.6321 2.8792 1.7466
H 3.1841 -0.7978 3.6916
C -4.8939 -1.0068 -0.6714
C -4.0729 0.2592 -0.8994
O -4.3779 0.6332 -2.2334
O -4.6899 -1.5228 0.5966
H -4.5509 -1.7728 -1.4104
H -5.9249 -0.7128 -0.9314
H -3.0149 -0.0208 -0.9694
H -4.2269 1.0442 -0.1424
H -4.0829 1.5572 -2.2674
H -4.9989 -0.8698 1.1896
C -2.4309 0.9392 2.1736
C -3.2029 1.9272 3.0126
O -3.9479 1.3962 4.1096
O -1.5749 1.7142 1.3646
H -3.0299 0.2852 1.5786
H -1.7669 0.3042 2.8196
H -3.8399 2.4502 2.3716
H -2.5849 2.6442 3.4446
H -3.3139 1.0742 4.7296
H -1.2129 2.3932 1.8506
C 2.2571 0.3662 -3.5114
C 1.3441 -0.7848 -3.7084
O 1.1631 -1.4268 -2.4544
O 2.5671 0.7762 -4.8214
H 3.2241 0.1302 -3.0314
H 1.8771 1.1992 -2.9134
H 1.6631 -1.5148 -4.3754
H 0.4141 -0.3448 -3.9994
H 1.4701 -0.9108 -1.7274
H 3.4061 1.3122 -4.7404
C -0.0029 3.1732 -1.9114
C -1.2089 2.1932 -2.2344
O -0.7139 0.9722 -2.3304
O 0.4731 2.7872 -0.6604
H -0.3019 4.1622 -1.9464
H 0.7861 3.0622 -2.7014
H -1.7639 2.5052 -3.1524
H -1.9129 2.1682 -1.4174
H -0.2569 0.7832 -1.4814
H 1.3011 2.2532 -0.7034
C -1.6679 -2.7048 -4.6194
C -2.3019 -2.3308 -3.2964
O -1.3509 -2.0868 -2.2804
O -2.7039 -2.9268 -5.5764
H -1.0539 -3.5598 -4.5804
H -1.1529 -1.7878 -4.9164
H -2.9519 -3.1358 -3.0314
H -2.9459 -1.4278 -3.4794
H -0.5719 -1.5198 -2.5154
H -3.2819 -3.6558 -5.3414
C 3.2301 -1.4838 0.1636
C 4.3711 -1.3858 1.1476
O 3.9761 -1.8358 2.4096
O 3.8171 -0.9028 -0.9974
H 2.3921 -0.9098 0.4526
H 2.9331 -2.5188 0.0236
H 4.9131 -0.4038 1.1826
H 5.1431 -2.1278 0.8526
H 4.0081 -2.7868 2.4816
H 4.6251 -1.3718 -1.2374
C 1.8511 -4.5048 -1.4784
C 0.8531 -4.0948 -0.3514
O 1.4421 -4.5578 0.8656
O 1.1571 -4.1358 -2.6604
H 2.1391 -5.5968 -1.3624
H 2.8071 -3.9848 -1.4584
H -0.1159 -4.6198 -0.4944
H 0.6971 -3.0338 -0.3164
H 1.0631 -3.9478 1.6016
H 1.2111 -3.1908 -2.8234
C -0.4939 5.7862 0.5516
C 0.9501 5.8772 1.0976
O 1.5551 7.1422 0.7876
O -0.9019 4.5052 0.8946
H -0.5039 6.0012 -0.4924
H -1.1159 6.5202 1.0186
H 1.5791 5.1182 0.6446
H 0.9151 5.6822 2.2086
H 1.3621 7.7692 1.4756
H -0.4669 3.8862 0.2976
*
```

Results
LUMO level   0.033 eV
Max |F|   3.911 eV/Å
SMILES   OCCO.OCCO.OCCO.OCCO.OCCO.OCCO.OCCO.OCCO.OCCO.OCCO.O.O
Kohn-Sham gap   0.33786 Eh

***

[4]
Here is a cluster of 16 separate species, C3H39NO16S in total at a distorted geometry from OMol25. Energies are from ωB97M-V/def2-TZVPD.

```
! wB97M-V def2-TZVPD RIJCOSX def2/J DEFGRID3
* xyz 0 1
C 0.3335 1.2571 1.3971
C 1.1439 2.3825 0.8350
S 0.8883 3.8690 2.1566
N 0.6328 -0.0038 0.5826
C -0.5944 -0.5127 -0.0438
O -0.7087 0.1321 -1.2586
H -0.7669 1.4978 1.4732
H 0.6549 1.1110 2.4332
H 2.1350 2.2006 0.7221
H 0.6022 2.9152 0.1093
H 2.2231 3.9437 2.5653
H 1.3051 0.0730 -0.1356
H -1.5166 -0.2462 0.6105
H -0.5301 -1.5534 -0.3850
H -0.2174 -0.1790 -2.0452
H 1.4834 -1.0405 3.0756
H 1.2792 -0.9811 4.6217
O 1.4790 -0.4148 3.8765
H -4.0735 0.3591 0.1302
H -3.2977 -0.5500 1.0195
O -4.1730 -0.4255 0.6537
H 1.7210 -2.6874 -0.4578
H 0.9297 -3.8057 -0.7040
O 1.9282 -3.6430 -0.5158
H -1.0435 3.2933 -2.0282
H -0.2419 2.0164 -1.8433
O -0.2905 2.9113 -2.2865
H -1.2179 -4.1790 0.2552
H -1.8422 -3.2095 -0.5330
O -0.9474 -3.6942 -0.4309
H 3.4745 -1.4242 3.3592
H 2.6327 -2.6070 3.2292
O 3.2763 -2.1653 2.7898
H -3.8774 -1.9409 -2.4178
H -4.0511 -2.1166 -0.8516
O -3.8260 -2.6025 -1.7356
H 3.2491 0.4828 -1.7638
H 2.3066 1.6998 -1.8999
O 2.5217 0.7992 -2.2347
H 0.6131 1.1680 -4.5255
H -0.2122 2.4805 -4.0876
O -0.0624 1.7462 -4.7863
H -2.8013 2.4344 -0.9726
H -2.1898 1.0072 -1.3995
O -3.0068 1.4702 -1.2423
H 3.6254 -1.2761 -0.4504
H 4.0023 -0.1833 0.4065
O 4.0642 -0.4559 -0.4593
H 1.4574 -1.4227 -2.6219
H 1.1445 -0.2001 -3.6455
O 0.7711 -1.0317 -3.2204
H 0.2047 -1.9078 1.5707
H 1.2113 -2.8824 1.8389
O 0.4308 -2.6278 2.2811
H -2.0483 4.7522 -0.2577
H -1.7011 3.5764 0.6912
O -2.2111 3.7667 -0.0616
H -2.8349 -0.4606 3.0197
H -1.3495 -0.5877 3.1177
O -2.0914 -0.3274 2.4803
*
```

Results
LUMO level   -0.194 eV
Max |F|   6.139 eV/Å
Kohn-Sham gap   0.35139 Eh

***

| no. | M (g/mol) |
| --- | --- |
| 1 | 833.96 |
| 2 | 110.20 |
| 3 | 656.71 |
| 4 | 377.40 |